[1]
DFT (ωB97M-V with the def2-TZVPD basis set) results for a molecular structure, C16H23N5O2PS2Sr.

Calculated values
Total energy = -60306.5253 eV
Charge = -1
LUMO energy = 2.54 eV
Multiplicity = 1
ΔE to the lowest compared entry with this formula, charge and spin = 23.3 kJ/mol
HOMO = -2.9656 eV

```
50
Properties=species:S:1:pos:R:3:nbo_charge:R:1
Sr -0.66526 -0.04900 0.22287 1.78
O 0.13151 2.32150 0.12839 -0.66
N -0.62586 3.34120 0.10300 0.12
N -1.86949 3.03846 0.05094 0.13
O -2.28961 1.81071 0.02470 -0.71
C -2.82837 4.09655 0.05156 0.18
C -4.16994 3.74996 0.08696 -0.25
C -5.12543 4.75691 0.09889 -0.20
C -4.74792 6.08956 0.07351 -0.23
C -3.39831 6.41905 0.03410 -0.21
C -2.42976 5.43012 0.02178 -0.25
H -4.43881 2.70488 0.10421 0.26
H -6.17442 4.49111 0.12849 0.21
H -5.49653 6.87126 0.08272 0.21
H -3.09062 7.45690 0.01174 0.21
H -1.37959 5.67581 -0.00744 0.24
C -2.65611 -4.82898 0.08324 -0.64
C -1.74404 -3.61531 -0.00319 -0.17
S -2.64441 -2.08433 0.04673 -0.68
C -0.41193 -3.76913 -0.10943 -0.19
C 0.23081 -5.13376 -0.14814 -0.64
S 0.80071 -2.47303 -0.20128 -0.72
H -3.69037 -4.50553 0.17224 0.22
H -2.42636 -5.45292 0.95317 0.19
H -2.58119 -5.46723 -0.80304 0.19
H -0.48889 -5.95122 -0.10189 0.19
H 0.93060 -5.24868 0.68526 0.20
H 0.82106 -5.24973 -1.06185 0.20
C 5.14915 -0.59093 -1.89916 -0.07
N 4.02427 0.09474 -2.52632 -0.47
C 4.30463 1.52344 -2.55302 -0.07
N 4.61154 2.10107 -1.24677 -0.47
C 5.71446 1.34340 -0.65955 -0.07
N 5.48217 -0.09541 -0.56336 -0.47
C 4.41179 -0.39958 0.39675 -0.52
P 2.77213 0.36233 -0.03135 0.69
C 2.78129 -0.20171 -1.80724 -0.54
C 3.43342 2.06564 -0.37149 -0.53
H 6.02942 -0.45309 -2.53440 0.18
H 4.92394 -1.65693 -1.83744 0.20
H 3.44517 2.04733 -2.97680 0.19
H 5.16856 1.68753 -3.20445 0.18
H 5.92248 1.73787 0.33796 0.19
H 6.59844 1.49764 -1.28554 0.19
H 4.72269 -0.05548 1.38732 0.21
H 4.28287 -1.48271 0.46105 0.24
H 1.93907 0.25244 -2.33822 0.21
H 2.59539 -1.27749 -1.81939 0.27
H 3.69435 2.54179 0.57854 0.21
H 2.63068 2.66638 -0.80478 0.24
```

[2]
DFT (ωB97M-V with the def2-TZVPD basis set) results for a single C16H23NO2 molecule.

Calculated values
Total energy = -22551.1873 eV
SMILES string = O=C(CC1CCCCC1)NCCOc1ccccc1
LUMO energy = 0.78 eV
Multiplicity = 1
ΔE to the lowest compared entry with this formula, charge and spin = 15.9 kJ/mol
HOMO = -8.5317 eV

```
42
Properties=species:S:1:pos:R:3:nbo_charge:R:1
O -0.46690 -2.02931 -1.51961 -0.64
C -0.17924 -1.05229 -0.86005 0.69
C -0.61754 0.35702 -1.20870 -0.49
C -1.97256 0.72827 -0.57970 -0.20
C -3.08550 -0.20120 -1.06407 -0.41
C -4.43068 0.22057 -0.48070 -0.39
C -4.37615 0.22669 1.04360 -0.40
C -3.26547 1.15216 1.52958 -0.39
C -1.92161 0.71964 0.94855 -0.41
N 0.55414 -1.14099 0.27804 -0.63
C 1.14187 -2.38290 0.71698 -0.25
C 2.59821 -2.55290 0.25214 -0.07
O 3.45553 -1.58636 0.82060 -0.52
C 3.58284 -0.34843 0.25851 0.38
C 4.30686 0.57108 1.02086 -0.29
C 4.51588 1.85425 0.56056 -0.19
C 4.00811 2.24748 -0.66799 -0.25
C 3.29810 1.33784 -1.42897 -0.18
C 3.08147 0.04607 -0.97766 -0.34
H -0.71399 0.40890 -2.29459 0.23
H 0.14371 1.07223 -0.88862 0.21
H -2.20957 1.74857 -0.90625 0.20
H -3.13142 -0.18247 -2.15457 0.21
H -2.85986 -1.22545 -0.76308 0.21
H -4.68315 1.22258 -0.83691 0.19
H -5.21111 -0.46182 -0.82263 0.21
H -5.33608 0.55091 1.45096 0.21
H -4.18449 -0.78714 1.40225 0.19
H -3.21774 1.13852 2.62066 0.21
H -3.48398 2.17634 1.21752 0.19
H -1.13504 1.39327 1.29991 0.20
H -1.69096 -0.28822 1.29988 0.20
H 0.85320 -0.29783 0.74093 0.40
H 0.54429 -3.19220 0.29081 0.24
H 1.10499 -2.42789 1.80848 0.20
H 2.97314 -3.51359 0.61552 0.20
H 2.64868 -2.54981 -0.84044 0.18
H 4.69700 0.24763 1.97319 0.22
H 5.07654 2.55248 1.16402 0.21
H 4.16739 3.25227 -1.02803 0.21
H 2.90124 1.62874 -2.39059 0.21
H 2.51983 -0.63270 -1.60037 0.22
```

[3]
DFT (ωB97M-V with the def2-TZVPD basis set) results for a molecular structure, C16H24AgFO8 at a distorted geometry.

Calculated values
Total energy = -40066.7355 eV
Charge = +1
LUMO energy (alpha / beta) = -5.85 / -9.32 eV
Multiplicity = 2
HOMO (alpha / beta) = -12.4307 / -12.4300 eV

```
50
Properties=species:S:1:pos:R:3:nbo_charge:R:1
Ag 1.89840 -2.87284 0.23686 1.14
F 1.22490 -1.02929 -0.71469 -0.38
O 3.34516 2.18841 2.68011 -0.59
C 3.49146 2.14538 1.45978 0.79
O 3.41701 3.16840 0.66309 -0.47
C 3.86281 2.90000 -0.67052 -0.07
C 4.43839 1.52050 -0.62454 -0.45
C 3.82164 0.95515 0.61214 -0.54
H 4.55419 3.72139 -0.85872 0.21
H 3.01431 3.01306 -1.34534 0.20
H 5.51555 1.55257 -0.46081 0.23
H 4.11707 1.05017 -1.55388 0.23
H 4.48424 0.40241 1.27814 0.24
H 2.90242 0.38480 0.47854 0.22
O -0.21934 -3.63768 -0.38272 -0.62
C -1.11446 -3.78897 0.42714 0.84
O -0.95896 -3.21665 1.62131 -0.46
C -2.06441 -3.54377 2.42019 -0.08
C -3.17343 -3.99912 1.43037 -0.44
C -2.37450 -4.61741 0.27867 -0.52
H -2.29999 -2.83503 3.21411 0.24
H -1.73713 -4.40512 3.00248 0.18
H -3.70573 -3.06079 1.27447 0.26
H -3.90606 -4.73964 1.75128 0.25
H -2.77824 -4.77200 -0.72193 0.28
H -2.06701 -5.63871 0.50340 0.26
O 1.15103 3.25361 -5.15041 -0.54
C 0.77664 2.64993 -4.16256 0.79
O 1.33258 2.76208 -2.95373 -0.47
C 0.66547 1.92715 -2.05132 -0.07
C -0.53159 1.22856 -2.66135 -0.44
C -0.33926 1.61438 -4.07660 -0.54
H 0.32159 2.50436 -1.19303 0.19
H 1.38082 1.18488 -1.69720 0.18
H -1.36619 1.71034 -2.15200 0.22
H -0.50620 0.14415 -2.55415 0.23
H -1.25632 2.06456 -4.45664 0.26
H -0.06782 0.85063 -4.80537 0.25
O -4.10681 -0.59611 2.97053 -0.57
C -3.23137 -0.03354 2.41622 0.79
O -2.69488 -0.67427 1.44775 -0.49
C -1.53174 -0.08878 0.91237 -0.07
C -1.41068 1.26671 1.64783 -0.44
C -2.53685 1.26726 2.65781 -0.53
H -1.59693 0.08695 -0.16139 0.18
H -0.60184 -0.64974 1.00580 0.17
H -1.63899 1.94958 0.82950 0.22
H -0.46352 1.39943 2.17070 0.24
H -3.22403 2.04320 2.32044 0.26
H -2.21140 1.28948 3.69785 0.26
```

[4]
DFT (ωB97M-V with the def2-TZVPD basis set) results for a molecular structure, C16H24AsN4STc at a distorted geometry.

Calculated values
Total energy = -96786.5281 eV
Charge = +3
LUMO energy (alpha / beta) = -12.21 / -11.79 eV
Multiplicity = 2
ΔE to the lowest compared entry with this formula, charge and spin = 207.0 kJ/mol
HOMO (alpha / beta) = -18.4064 / -18.3123 eV

```
47
Properties=species:S:1:pos:R:3:nbo_charge:R:1
Tc -0.96590 -0.21436 -0.47759 0.55
C 0.68130 -0.21836 3.56431 -0.72
C 0.40230 -0.37376 2.11561 0.36
N -0.70000 0.04344 1.52781 -0.25
N -1.71210 0.57764 2.27781 -0.41
C -2.83920 1.04504 1.69601 0.33
N -3.83180 1.52214 2.41551 -0.70
S -2.98560 1.00684 -0.01209 0.09
C 1.35180 -0.99346 1.20821 0.11
C 2.56550 -1.54646 1.62641 -0.16
C 3.41120 -2.14746 0.70811 -0.09
C 3.04620 -2.13816 -0.63209 -0.18
C 1.84620 -1.53626 -0.99149 0.08
N 0.99570 -1.01466 -0.10669 -0.44
H 0.33890 0.74304 3.94881 0.26
H 1.74670 -0.28116 3.77061 0.28
H 0.19410 -1.01166 4.14221 0.29
H -1.62390 0.56324 3.29521 0.43
H -3.84220 1.57104 3.42691 0.44
H -4.66310 1.86544 1.94581 0.46
H 2.85720 -1.51406 2.66161 0.26
H 4.34400 -2.58976 1.03101 0.28
H 3.68250 -2.58936 -1.37959 0.28
H 1.55780 -1.46386 -2.03199 0.23
C -0.58400 -2.77286 -2.24149 -0.06
C -1.33980 -1.62646 -2.60379 -0.29
C -2.39440 -1.48386 -1.65229 -0.21
C -2.12960 -2.41866 -0.59519 -0.29
C -1.04270 -3.23246 -0.99969 -0.10
H 0.15400 -3.25336 -2.85869 0.27
H -1.30760 -1.14076 -3.56619 0.29
H -3.37150 -1.07706 -1.88109 0.30
H -2.80700 -2.65466 0.21081 0.28
H -0.67470 -4.08986 -0.46439 0.27
C -0.38210 3.52544 -0.43909 -0.92
As 0.31530 1.89224 -1.24829 1.16
C 0.31160 2.30064 -3.15159 -0.92
C 2.20950 1.96514 -0.77259 -0.93
H 0.17820 4.38164 -0.83179 0.28
H -0.26500 3.51104 0.64611 0.25
H -1.43580 3.66514 -0.68749 0.26
H 0.96180 3.17334 -3.29799 0.27
H -0.69300 2.55474 -3.49579 0.27
H 0.70070 1.47034 -3.74449 0.26
H 2.59390 2.94854 -1.05819 0.28
H 2.79230 1.20964 -1.29959 0.25
H 2.35230 1.84724 0.30251 0.24
```

[5]
DFT (ωB97M-V with the def2-TZVPD basis set) results for a molecular structure, C16H24AsN4STc.

Calculated values
Total energy = -96788.4714 eV
Charge = +3
LUMO energy (alpha / beta) = -10.41 / -11.65 eV
Multiplicity = 2
ΔE to the lowest compared entry with this formula, charge and spin = 19.5 kJ/mol
HOMO (alpha / beta) = -18.3358 / -18.6713 eV

```
47
Properties=species:S:1:pos:R:3:lowdin_spin:R:1
Tc 0.48797 0.03446 1.13555 0.81
C 0.03640 2.72075 -2.45436 0.01
C 0.38446 1.69038 -1.43282 0.06
N 0.01065 1.69594 -0.18863 0.00
N -0.78335 2.74310 0.22608 -0.01
C -1.31042 2.73740 1.45511 0.00
N -2.05400 3.74582 1.85121 0.00
S -1.00232 1.42646 2.49768 0.03
C 1.21770 0.54960 -1.80333 0.00
C 1.76513 0.43385 -3.07019 0.01
C 2.58087 -0.64660 -3.37359 0.00
C 2.81595 -1.57691 -2.38160 0.01
C 2.23140 -1.39927 -1.13659 0.01
N 1.44283 -0.36206 -0.82269 0.00
H -0.80537 3.35568 -2.19512 0.00
H -0.22625 2.23662 -3.39428 0.00
H 0.90342 3.35917 -2.64848 0.00
H -0.86166 3.55113 -0.37682 0.00
H -2.24364 4.55780 1.27843 0.00
H -2.44996 3.74879 2.78265 0.00
H 1.57171 1.18557 -3.82101 0.00
H 3.01969 -0.74841 -4.35724 0.00
H 3.44661 -2.43909 -2.55025 0.00
H 2.42072 -2.13721 -0.37890 0.00
C 2.16617 0.19926 2.79376 0.07
C 2.47670 -0.72960 1.79563 -0.01
C 1.47871 -1.78255 1.81431 -0.01
C 0.55860 -1.47133 2.84663 -0.01
C 0.97490 -0.25034 3.43058 -0.01
H 2.70245 1.11106 3.01134 0.01
H 3.36582 -0.69825 1.18580 0.00
H 1.53678 -2.70719 1.26373 0.00
H -0.28866 -2.05323 3.16992 0.00
H 0.47878 0.23380 4.25864 0.00
C -2.35638 -2.56693 1.47842 0.00
As -1.47651 -1.31632 0.29866 0.02
C -1.07277 -2.36886 -1.27028 0.00
C -2.91515 -0.13779 -0.23910 0.02
H -3.25865 -2.89843 0.96345 0.00
H -2.64314 -2.08846 2.41369 0.00
H -1.72573 -3.43364 1.67072 0.00
H -1.97974 -2.88321 -1.58823 0.00
H -0.31284 -3.11365 -1.03766 0.00
H -0.72486 -1.72917 -2.07976 0.00
H -3.71695 -0.73863 -0.66830 0.00
H -2.57143 0.57333 -0.98867 0.00
H -3.29467 0.38720 0.63591 0.00
```

- Which of these has the lowest total energy?
  number 5

Copy entry 5 word for word.
DFT (ωB97M-V with the def2-TZVPD basis set) results for a molecular structure, C16H24AsN4STc.

Calculated values
Total energy = -96788.4714 eV
Charge = +3
LUMO energy (alpha / beta) = -10.41 / -11.65 eV
Multiplicity = 2
ΔE to the lowest compared entry with this formula, charge and spin = 19.5 kJ/mol
HOMO (alpha / beta) = -18.3358 / -18.6713 eV

```
47
Properties=species:S:1:pos:R:3:lowdin_spin:R:1
Tc 0.48797 0.03446 1.13555 0.81
C 0.03640 2.72075 -2.45436 0.01
C 0.38446 1.69038 -1.43282 0.06
N 0.01065 1.69594 -0.18863 0.00
N -0.78335 2.74310 0.22608 -0.01
C -1.31042 2.73740 1.45511 0.00
N -2.05400 3.74582 1.85121 0.00
S -1.00232 1.42646 2.49768 0.03
C 1.21770 0.54960 -1.80333 0.00
C 1.76513 0.43385 -3.07019 0.01
C 2.58087 -0.64660 -3.37359 0.00
C 2.81595 -1.57691 -2.38160 0.01
C 2.23140 -1.39927 -1.13659 0.01
N 1.44283 -0.36206 -0.82269 0.00
H -0.80537 3.35568 -2.19512 0.00
H -0.22625 2.23662 -3.39428 0.00
H 0.90342 3.35917 -2.64848 0.00
H -0.86166 3.55113 -0.37682 0.00
H -2.24364 4.55780 1.27843 0.00
H -2.44996 3.74879 2.78265 0.00
H 1.57171 1.18557 -3.82101 0.00
H 3.01969 -0.74841 -4.35724 0.00
H 3.44661 -2.43909 -2.55025 0.00
H 2.42072 -2.13721 -0.37890 0.00
C 2.16617 0.19926 2.79376 0.07
C 2.47670 -0.72960 1.79563 -0.01
C 1.47871 -1.78255 1.81431 -0.01
C 0.55860 -1.47133 2.84663 -0.01
C 0.97490 -0.25034 3.43058 -0.01
H 2.70245 1.11106 3.01134 0.01
H 3.36582 -0.69825 1.18580 0.00
H 1.53678 -2.70719 1.26373 0.00
H -0.28866 -2.05323 3.16992 0.00
H 0.47878 0.23380 4.25864 0.00
C -2.35638 -2.56693 1.47842 0.00
As -1.47651 -1.31632 0.29866 0.02
C -1.07277 -2.36886 -1.27028 0.00
C -2.91515 -0.13779 -0.23910 0.02
H -3.25865 -2.89843 0.96345 0.00
H -2.64314 -2.08846 2.41369 0.00
H -1.72573 -3.43364 1.67072 0.00
H -1.97974 -2.88321 -1.58823 0.00
H -0.31284 -3.11365 -1.03766 0.00
H -0.72486 -1.72917 -2.07976 0.00
H -3.71695 -0.73863 -0.66830 0.00
H -2.57143 0.57333 -0.98867 0.00
H -3.29467 0.38720 0.63591 0.00
```

- Number 3 is which compound?
  C16H24AgFO8